DFT (wB97M-V/def2-TZVPD) results for 2 unconnected molecules or ions with the total composition C3H7N2O in a non-equilibrium geometry.

Properties
- Spin multiplicity: 1
- LUMO level: -3.2899 eV
- E_tot: -303.026233 Ha
- HOMO: -0.5345 hartree
- ΔE to the lowest compared entry with this formula, charge and spin: 8.7 kcal/mol
- Net charge: +1
- Kohn-Sham gap: 11.25 eV

Atoms and positions in Å:
H (-0.7403, 0.9188, -0.2377)
O (0.2006, 3.6014, -0.0948)
H (1.0787, -2.7194, -1.0666)
H (0.4132, 4.0117, -0.9400)
C (-0.5405, -0.8268, 1.0813)
H (0.4874, -0.6615, -1.9056)
H (-1.2121, -0.7349, 1.9119)
H (0.0304, 4.3451, 0.4922)
N (0.1860, -0.8824, -0.9669)
C (0.5252, -2.0560, -0.4246)
N (0.0057, -2.0591, 0.7807)
C (-0.4780, -0.1067, -0.0603)
H (0.0436, -2.8302, 1.4306)

=====

DFT (wB97M-V/def2-TZVPD) results for a molecular structure, C23H41AuNO2P2 in a non-equilibrium geometry.

Properties
- Spin multiplicity: 3
- LUMO level (spin up / spin down): -3.1910 / -5.1785 eV
- E_tot: -1924.069731 Ha
- HOMO (spin up / spin down): -0.3398 / -0.3370 hartree
- ΔE to the lowest compared entry with this formula, charge and spin: 0.0 kcal/mol
- Net charge: +1
- Kohn-Sham gap (spin up / spin down): 6.06 / 3.99 eV

Atoms and positions in Å:
H (-1.4723, -1.5765, 0.0891)
C (1.3267, -0.0953, -5.2474)
H (-3.1295, -0.9881, 0.3972)
H (-0.0453, -3.3935, 0.8793)
C (-1.4604, 0.1010, -4.0681)
P (1.0569, 1.1641, -1.0340)
H (2.1762, -0.6841, -5.6235)
C (2.1127, 2.5419, -0.5915)
H (0.1626, 2.8442, -2.8752)
P (-1.4972, 0.7645, 0.8118)
H (3.0527, 2.1406, -0.1898)
H (0.2882, -1.3194, -6.6933)
H (-3.8122, 1.1715, 1.3495)
H (-0.2371, 0.3674, -6.7178)
C (-2.0772, -2.6683, 2.8687)
H (3.1822, -2.0239, 2.1914)
H (1.5872, 0.9485, -5.4487)
H (-2.4620, -0.0178, -3.6290)
H (-2.8482, -1.9400, 2.5739)
H (0.8761, 0.3638, 6.0785)
H (-0.7230, 2.6606, -0.5130)
C (1.2706, -0.3539, -3.7164)
H (2.6719, -0.4078, -0.2452)
C (1.4373, -1.4784, 3.2963)
C (2.9004, -1.5100, 3.1149)
H (2.1208, -0.9915, -3.4160)
C (1.2325, 0.9288, -2.9185)
H (-2.4719, -3.2209, 3.7348)
H (-2.6528, -0.7754, 4.7601)
H (1.3571, -0.1748, 0.9359)
H (-2.2891, -0.5680, -1.1380)
C (1.3379, 0.3878, 5.0824)
H (-1.4569, -0.2243, 5.9566)
C (-2.1635, -0.7281, -0.0533)
H (2.2652, 1.3369, -2.9747)
H (-1.8473, -1.5306, -5.5095)
C (0.7695, -3.3337, 1.6169)
H (1.6342, 3.1300, 0.1993)
C (-0.6892, 1.5720, -0.6842)
C (0.7459, -0.6359, 4.2093)
H (-2.7935, 2.6037, 1.6862)
C (-1.0853, -0.8388, -5.1180)
H (2.4115, 0.2058, 5.1828)
H (0.9088, 2.4689, -4.3912)
C (-3.0078, 1.8076, 0.9577)
C (0.4846, -2.3180, 2.6572)
H (1.6955, -3.1003, 1.0739)
C (-0.6315, -0.9473, 4.1304)
H (1.0877, -1.1887, -0.5114)
H (-1.0752, 1.9188, -5.1909)
H (2.3314, 3.1579, -1.4749)
H (-1.8128, 0.7829, 4.5501)
C (-0.7955, -2.0057, 3.1981)
H (1.2008, 1.3992, 4.6685)
C (0.0544, -0.4601, -6.0470)
O (-0.6561, 2.8703, 3.4009)
C (0.3330, 2.0058, -3.5761)
C (-1.6959, -0.2591, 4.8858)
H (-3.2972, 2.2421, -0.0095)
C (1.5845, -0.2892, -0.1313)
H (-1.9454, -3.3870, 2.0511)
H (3.3214, -0.4975, 3.0847)
Au (-0.2823, -1.6764, -3.3928)
H (-1.8047, 2.1370, -3.6189)
C (-1.0253, 1.5514, -4.1433)
H (3.3948, -2.0373, 3.9444)
N (0.0300, 2.6727, 2.3801)
O (1.2512, 2.4012, 2.4233)
H (0.8877, -4.3385, 2.0482)
H (-1.2986, 1.3349, -1.5771)

=====

DFT (wB97M-V/def2-TZVPD) results for 2 unconnected molecules or ions with the total composition C5H14 in a non-equilibrium geometry.

Properties
- Spin multiplicity: 2
- LUMO level (spin up / spin down): -3.3410 / -10.8657 eV
- E_tot: -198.465544 Ha
- HOMO (spin up / spin down): -0.5375 / -0.5371 hartree
- ΔE to the lowest compared entry with this formula, charge and spin: 13.4 kcal/mol
- Net charge: +1
- Kohn-Sham gap (spin up / spin down): 11.29 / 3.75 eV

Atoms and positions in Å:
H (2.4259, -2.1824, -1.7627)
C (-2.3212, 1.6368, -0.2124)
H (-1.8194, 1.3461, -1.1373)
H (-0.7832, -0.7853, 1.8397)
H (1.8709, 0.3838, -1.3904)
H (-0.4568, 1.1713, 0.9546)
H (1.2882, -1.9344, -0.4051)
H (-2.3805, -0.8122, 1.7429)
C (2.2928, -1.7001, -0.7945)
H (2.8831, -2.2123, -0.0333)
H (3.5791, -0.2273, -1.5455)
H (-1.9602, 1.5372, 1.8854)
C (2.6525, -0.2367, -0.9638)
H (3.0175, 0.2206, -0.0365)
C (-1.6098, 1.0663, 0.9692)
H (-1.5165, -1.0046, 0.1701)
C (-1.5331, -0.4413, 1.0938)
H (-2.2281, 2.7232, -0.1332)
H (-3.4012, 1.4511, -0.2410)